Entry from the OMol25 dataset: 6 unconnected molecules or ions with the total composition C23H45FO12 (ωB97M-V/def2-TZVPD).

Last column: Mulliken charge in e.
Cartesian coordinates (Å):
C: 0.2588 -0.8524 0.0363  -0.445
C: -0.3534 0.2124 0.9110  0.311
O: -1.2113 0.8091 -0.0273  -0.328
C: -0.7529 0.6583 -1.2598  0.704
O: -1.1621 1.2233 -2.2306  -0.542
O: 0.1835 -0.2573 -1.2332  -0.326
F: 0.5310 1.1369 1.2285  -0.272
H: -0.3580 -1.7472 0.1199  0.292
H: 1.2513 -1.2222 0.2938  0.311
H: -0.8884 -0.0805 1.8143  0.293
C: -0.9680 -4.1851 8.2352  -1.103
C: -1.8718 -4.8645 9.3138  -0.283
O: -1.0694 -6.0085 9.7994  -0.323
C: -1.4802 -6.3583 11.1418  -0.306
C: -0.5369 -7.4877 11.7034  -1.108
H: -0.8779 -4.8744 7.3956  0.286
H: -1.4732 -3.3014 7.8456  0.375
H: 0.0397 -3.9759 8.5942  0.280
H: -2.0293 -4.1500 10.1216  0.308
H: -2.8179 -5.2938 8.9841  0.306
H: -1.4676 -5.4980 11.8110  0.320
H: -2.5265 -6.6630 11.1673  0.311
H: 0.5005 -7.1959 11.5403  0.299
H: -0.9040 -8.3922 11.2184  0.264
H: -0.5623 -7.6773 12.7765  0.374
O: -7.6071 1.4119 4.0928  -0.599
C: -7.1074 1.1275 2.9625  0.729
O: -6.5855 0.0342 2.5455  -0.307
C: -6.8037 -1.1860 3.1848  -0.273
C: -8.1060 -1.7755 2.6280  -0.979
C: -6.7796 2.3618 2.0443  -0.979
H: -6.9080 -0.9430 4.2422  0.326
H: -5.9284 -1.8291 3.0927  0.288
H: -8.5062 -2.6044 3.2118  0.333
H: -7.8672 -2.2310 1.6669  0.273
H: -8.8376 -0.9813 2.4788  0.302
H: -7.6329 2.5312 1.3875  0.270
H: -5.9000 2.2580 1.4090  0.294
H: -6.8696 3.2396 2.6842  0.322
O: -1.3418 -5.8829 -4.4826  -0.575
C: -0.3125 -5.2263 -4.5254  0.756
O: 0.8191 -5.4885 -3.9227  -0.294
C: 0.9514 -6.7555 -3.2700  -0.209
C: 2.4170 -7.0889 -2.8836  -1.142
C: -0.2201 -4.0093 -5.3287  -1.008
H: 0.5231 -7.4277 -4.0135  0.319
H: 0.3289 -6.7952 -2.3761  0.277
H: 2.4784 -8.0616 -2.3955  0.358
H: 3.0465 -6.3796 -2.3463  0.317
H: 2.9137 -7.2574 -3.8391  0.304
H: 0.3165 -4.2054 -6.2570  0.248
H: 0.3617 -3.2262 -4.8424  0.332
H: -1.1711 -3.4918 -5.4547  0.318
O: 0.6840 6.1954 -8.1211  -0.565
C: 1.7018 6.6303 -7.6336  0.732
O: 1.8335 7.0095 -6.3807  -0.263
C: 0.7642 6.8887 -5.4904  -0.358
C: 1.3758 6.9030 -4.0726  -0.948
C: 2.9904 6.6646 -8.4150  -0.996
H: 0.1778 5.9930 -5.6954  0.371
H: 0.1748 7.7995 -5.5953  0.301
H: 1.6542 5.8492 -4.0891  0.228
H: 0.4919 7.0429 -3.4503  0.330
H: 2.1587 7.6168 -3.8163  0.288
H: 3.8334 6.2729 -7.8458  0.286
H: 3.2063 7.6334 -8.8654  0.260
H: 2.9148 5.9853 -9.2640  0.336
O: 7.7267 5.2818 -4.1327  -0.566
C: 6.9270 5.9134 -3.4638  0.768
O: 6.0794 5.5009 -2.5520  -0.323
C: 5.9967 4.1196 -2.2862  -0.217
C: 5.3394 3.2821 -3.4169  -1.138
C: 6.8261 7.4109 -3.4920  -1.014
H: 5.4910 3.9494 -1.3357  0.388
H: 6.9074 3.5288 -2.1882  0.272
H: 5.8797 3.1494 -4.3542  0.325
H: 4.3155 3.5424 -3.6850  0.243
H: 5.1167 2.2788 -3.0539  0.397
H: 7.3930 7.9152 -2.7094  0.280
H: 5.8087 7.6448 -3.1784  0.265
H: 7.1056 7.9259 -4.4111  0.320

The SMILES is O=C1OC[C@@H](F)O1.CCOC(C)=O.CCOC(C)=O.CCOC(C)=O.CCOC(C)=O.CCOCC. The relative energy (zero: lowest compared OMol25 entry of this formula, charge and spin) comes out at 22.5 kcal/mol. Its spin multiplicity is 1. The value obtained for the energy is -51866.105 eV. The value obtained for the HOMO-LUMO gap is 10.05 eV. For the LUMO energy, the calculation gives 0.14 eV. For the largest force on an atom, the calculation gives 6.42 eV Å⁻¹.


Entry from the OMol25 dataset: 3 unconnected molecules or ions with the total composition C23H45IO10P (ωB97M-V/def2-TZVPD).

Last column: Mulliken charge in e.
Cartesian coordinates (Å):
C: -0.5514 3.4883 -1.3004  -1.061
C: -0.9748 2.0844 -0.7599  0.774
C: -2.2767 1.5175 -1.0660  -0.438
C: -2.6903 0.2125 -0.5719  -0.707
C: -1.7790 -0.5228 0.2787  -0.234
C: -0.4679 0.0616 0.6116  0.453
C: 0.4990 -0.7002 1.5657  -1.209
P: -0.1797 -0.3819 3.3760  1.348
O: 1.1578 -1.3029 4.0629  -0.754
C: -1.0082 -0.2235 5.1006  -1.281
O: -2.3853 0.1649 5.0502  -0.167
O: -3.1581 -0.7817 4.3988  -0.397
C: 0.8170 1.2588 3.5647  -1.201
C: -0.0276 2.5421 3.8096  0.122
O: -1.1598 2.7154 3.5576  -0.366
I: 1.0788 4.2550 4.6980  -0.200
C: -0.0347 1.3599 0.0991  -0.622
H: -0.0199 3.3457 -2.2725  0.213
H: -1.4929 4.0916 -1.4015  0.287
H: 0.1456 3.9271 -0.5383  0.332
H: -2.9600 2.1265 -1.6966  0.155
H: -3.6814 -0.2413 -0.7793  0.333
H: -2.0170 -1.5134 0.7278  0.305
H: 0.4751 -1.8093 1.3893  0.223
H: 1.5670 -0.3807 1.4425  0.500
H: -0.8918 -1.6622 3.2294  -0.447
H: -1.3322 0.2575 2.8130  0.329
H: 2.0050 -0.9227 3.7743  0.270
H: -0.4680 0.5429 5.7142  0.365
H: -0.8648 -1.2184 5.6183  0.366
H: -2.7053 -1.6472 4.3786  0.336
H: 1.4593 1.4769 2.6619  0.489
H: 1.5462 1.1954 4.4245  0.547
H: 0.9714 1.7445 0.3759  0.288
C: -2.1184 6.3563 -8.4134  -0.808
O: -2.4316 5.1329 -7.7848  -0.265
C: -1.2912 4.3220 -7.5355  -0.575
C: -1.4387 3.5506 -6.2318  -0.305
O: -1.2827 4.3507 -5.0630  -0.447
C: -2.3344 5.2732 -4.7744  -0.420
C: -3.6425 4.6116 -4.3649  -0.010
O: -4.3057 4.0666 -5.4975  -0.281
C: -5.0342 2.8938 -5.1896  -0.782
H: -1.8213 6.1844 -9.4529  0.325
H: -3.0075 6.9845 -8.3949  0.232
H: -1.3241 6.8835 -7.8753  0.361
H: -0.3790 4.9302 -7.4959  0.355
H: -1.2088 3.6126 -8.3686  0.381
H: -0.6256 2.8204 -6.1903  0.420
H: -2.3674 2.9818 -6.1981  0.105
H: -2.4699 5.9755 -5.5985  0.101
H: -1.9784 5.8593 -3.9231  0.479
H: -4.3073 5.3713 -3.9309  0.401
H: -3.4375 3.8424 -3.6144  -0.132
H: -4.4021 2.1599 -4.6761  0.333
H: -5.3734 2.4508 -6.1256  0.238
H: -5.9095 3.1329 -4.5771  0.330
C: 4.2078 -8.2175 1.9211  -0.812
O: 4.3585 -7.1980 2.8833  -0.259
C: 5.4102 -6.2923 2.5811  -0.545
C: 5.0593 -4.8758 3.0149  -0.312
O: 4.0992 -4.2353 2.1826  -0.489
C: 2.7525 -4.7079 2.2570  -0.446
C: 2.0567 -4.4029 3.5750  -0.223
O: 2.5178 -5.2821 4.5980  -0.311
C: 2.5365 -4.6674 5.8706  -0.763
H: 5.0421 -8.9242 1.9822  0.324
H: 3.2774 -8.7439 2.1278  0.231
H: 4.1394 -7.7994 0.9118  0.359
H: 5.6352 -6.2972 1.5071  0.343
H: 6.2979 -6.6304 3.1313  0.390
H: 5.9674 -4.2724 2.9229  0.414
H: 4.7629 -4.8327 4.0630  0.100
H: 2.6986 -5.7682 2.0027  0.121
H: 2.2177 -4.1720 1.4689  0.489
H: 0.9782 -4.5724 3.4596  0.438
H: 2.2267 -3.3581 3.8395  0.080
H: 3.0882 -3.7205 5.8436  0.320
H: 3.0481 -5.3373 6.5626  0.240
H: 1.5178 -4.4993 6.2330  0.325

Its spin multiplicity is 1. The value obtained for the energy is -62437.451 eV. The value obtained for the HOMO-LUMO gap is 6.49 eV. The charge is -1. For the LUMO energy, the calculation gives 2.25 eV. For the largest force on an atom, the calculation gives 3.37 eV Å⁻¹.